This record from the OMol25 dataset describes 2 unconnected molecules or ions with the total composition C3H3BrS. The level of theory is the ωB97M-V functional and the def2-TZVPD basis.

```
8
Properties=species:S:1:pos:R:3
C 0.264 0.404 -0.236
C -0.621 0.718 -0.987
C 1.512 -0.021 0.301
S -3.584 0.480 -0.949
Br -3.316 -1.052 0.506
H 1.827 -0.987 -0.090
H 1.575 -0.034 1.434
H 2.343 0.493 0.022
```

Values from the calculation:
ΔE to the lowest compared entry with this formula, charge and spin: 503.34 kJ/mol
highest occupied orbital energy (spin up / spin down): -9.587 / -9.581 eV
orbital gap (spin up / spin down): 5.9526 / 5.9653 eV
DFT total energy: -84030.3143 eV
lowest unoccupied orbital energy (spin up / spin down): -3.6 / -3.6 eV
max |F|: 0.077 hartree/bohr

This record from the OMol25 dataset describes 13 unconnected molecules or ions with the total composition C22H60BO29. The level of theory is the ωB97M-V functional and the def2-TZVPD basis.

```
112
Properties=species:S:1:pos:R:3
O 0.092 -1.784 -2.438
C 0.192 -1.138 -1.366
O -0.162 0.127 -1.122
B 0.209 0.395 0.283
O 1.029 -0.764 0.746
C 0.827 -1.760 -0.137
O 1.275 -2.889 -0.087
O -1.006 0.615 1.086
C -1.226 1.975 1.110
O -2.265 2.579 1.404
C 0.105 2.651 0.628
O 0.985 1.681 0.405
O 0.178 3.832 0.357
O 1.804 2.216 -3.897
H 1.110 2.385 -3.260
H 1.936 1.268 -3.862
O -5.766 2.410 -1.492
H -5.038 2.638 -2.071
H -5.351 2.213 -0.652
O -6.027 0.835 2.102
H -6.274 -0.087 2.178
H -6.018 1.156 3.004
C -1.130 8.410 3.641
C -2.118 8.417 4.794
O -2.263 9.703 5.203
O 0.187 8.742 4.161
H -1.548 9.059 2.872
H -1.136 7.415 3.197
H -1.810 7.804 5.641
H -3.062 8.075 4.370
H -1.613 10.041 5.823
H 0.599 8.063 4.699
C -0.810 0.148 -6.784
C 0.077 -0.745 -7.702
O -0.137 -0.346 -9.006
O -2.205 0.100 -7.025
H -0.435 1.154 -6.971
H -0.554 -0.139 -5.764
H -0.295 -1.768 -7.650
H 1.117 -0.666 -7.385
H -1.077 -0.447 -9.174
H -2.593 -0.650 -6.569
C -3.818 0.395 6.216
C -4.826 1.489 6.351
O -5.969 0.976 5.733
O -4.267 -0.829 6.844
H -2.995 0.736 6.843
H -3.498 0.166 5.199
H -4.421 2.455 6.050
H -5.203 1.675 7.357
H -6.253 0.275 6.324
H -3.505 -1.324 7.156
C -1.649 7.841 -3.380
C -2.363 8.048 -4.730
O -2.352 6.865 -5.507
O -2.453 7.220 -2.417
H -1.513 8.887 -3.105
H -0.708 7.301 -3.487
H -1.804 8.746 -5.353
H -3.372 8.457 -4.673
H -2.353 7.189 -6.411
H -1.963 6.621 -1.850
C -5.804 -5.181 -6.463
C -4.444 -5.195 -5.720
O -3.736 -3.988 -5.482
O -6.639 -6.344 -6.696
H -5.505 -4.670 -7.378
H -6.416 -4.467 -5.910
H -3.688 -5.801 -6.219
H -4.645 -5.682 -4.766
H -2.801 -4.065 -5.279
H -7.349 -6.126 -7.303
C 1.507 -8.648 -2.096
C 2.533 -9.824 -1.800
O 3.815 -9.315 -1.813
O 1.110 -7.929 -0.962
H 0.589 -9.112 -2.455
H 1.774 -7.949 -2.889
H 2.410 -10.404 -2.715
H 2.197 -10.529 -1.040
H 3.939 -9.068 -2.732
H 1.727 -7.219 -0.771
C 4.501 -7.774 2.568
C 3.750 -8.733 3.528
O 4.574 -9.327 4.523
O 4.933 -6.613 3.133
H 3.909 -7.397 1.734
H 5.285 -8.319 2.043
H 3.382 -9.543 2.898
H 2.837 -8.302 3.939
H 4.931 -10.148 4.176
H 4.960 -5.867 2.529
C 6.227 -0.896 0.679
C 7.041 0.338 0.244
O 7.415 0.713 1.543
O 6.991 -1.944 1.211
H 5.869 -1.391 -0.223
H 5.499 -0.655 1.454
H 6.308 1.055 -0.126
H 7.915 0.180 -0.388
H 7.115 1.619 1.647
H 7.478 -1.687 1.997
C 3.504 4.884 5.778
C 3.776 3.585 4.957
O 3.106 2.562 5.645
O 2.168 5.210 5.996
H 4.001 5.757 5.354
H 3.925 4.652 6.756
H 4.836 3.435 4.749
H 3.415 3.764 3.944
H 3.508 1.766 5.289
H 1.753 4.481 6.464
```

Values from the calculation:
ΔE to the lowest compared entry with this formula, charge and spin: 617.29 kJ/mol
highest occupied orbital energy: -7.643 eV
orbital gap: 9.3767 eV
DFT total energy: -83839.4699 eV
total charge: -1
lowest unoccupied orbital energy: 1.7 eV
max |F|: 0.083 hartree/bohr

This record from the OMol25 dataset describes a gas-phase ion, C11H15IP (charge +1). The level of theory is the ωB97M-V functional and the def2-TZVPD basis.

```
28
Properties=species:S:1:pos:R:3
C -2.061 -3.652 -0.216
C -1.279 -3.402 0.930
C -2.105 -2.712 -1.207
C -0.787 -2.145 1.098
C -1.411 -1.520 -1.148
C -0.744 -1.152 0.050
C 2.775 1.848 0.119
C 1.668 2.032 -0.923
C 2.492 2.194 1.522
C 0.616 0.854 -1.007
C -1.382 1.672 0.768
P -0.065 0.365 0.605
I -3.387 1.294 0.021
H -2.501 -4.552 -0.376
H -0.972 -4.134 1.655
H -2.545 -2.917 -2.142
H 0.013 -1.959 1.863
H -1.526 -0.822 -1.911
H 2.932 0.788 -0.004
H 3.818 2.277 -0.291
H 1.079 2.904 -0.696
H 2.177 2.225 -1.943
H 3.373 2.194 2.169
H 1.522 2.599 1.961
H -0.202 0.994 -1.715
H 1.246 0.107 -1.438
H -1.624 2.021 1.896
H -1.119 2.598 0.357
```

Values from the calculation:
ΔE to the lowest compared entry with this formula, charge and spin: 331.15 kJ/mol
highest occupied orbital energy (spin up / spin down): -12.101 / -12.141 eV
orbital gap (spin up / spin down): 4.8795 / 5.5448 eV
DFT total energy: -29028.4594 eV
total charge: +1
lowest unoccupied orbital energy (spin up / spin down): -7.2 / -6.6 eV
max |F|: 0.078 hartree/bohr

This record from the OMol25 dataset describes a molecular structure, C6H10O. The level of theory is the ωB97M-V functional and the def2-TZVPD basis.

```
17
Properties=species:S:1:pos:R:3
C 1.952 0.847 -0.132
C 1.128 -0.363 0.086
O 0.516 -0.401 1.371
C -0.677 -0.897 0.794
C -1.740 0.155 0.623
C -1.215 0.403 -0.807
C -0.162 -0.714 -0.639
H 1.346 1.750 -0.054
H 2.748 0.922 0.610
H 2.377 0.808 -1.135
H 1.789 -1.359 0.071
H -0.782 -1.962 1.194
H -1.634 0.963 1.345
H -2.760 -0.223 0.655
H -1.945 0.166 -1.581
H -0.818 1.399 -1.002
H -0.122 -1.495 -1.400
```

Values from the calculation:
ΔE to the lowest compared entry with this formula, charge and spin: 166.51 kJ/mol
highest occupied orbital energy: -9.227 eV
orbital gap: 10.3407 eV
DFT total energy: -8429.5146 eV
lowest unoccupied orbital energy: 1.1 eV
max |F|: 0.068 hartree/bohr

This record from the OMol25 dataset describes 12 unconnected molecules or ions with the total composition H24O12. The level of theory is the ωB97M-V functional and the def2-TZVPD basis.

```
36
Properties=species:S:1:pos:R:3
H 0.600 1.435 0.694
H -0.767 0.924 1.119
H -2.114 2.619 -0.403
H -2.558 3.925 -1.043
H 3.298 -0.049 -1.792
H 3.473 0.708 -0.485
H -2.235 -3.361 1.478
H -1.670 -2.386 2.498
H -4.913 0.041 -1.403
H -3.549 0.337 -2.006
H -0.985 -2.127 -1.519
H -1.121 -3.632 -1.364
H -4.276 0.528 2.368
H -3.745 1.550 1.376
H 3.869 2.192 1.185
H 5.374 2.314 1.363
H 0.674 2.713 -0.602
H 0.307 3.201 -1.993
H 3.380 -2.961 -1.429
H 2.410 -2.108 -0.628
H -0.101 -0.741 2.849
H 0.913 -0.447 1.756
H 0.986 -1.623 0.380
H 0.535 -2.984 -0.127
O -0.337 1.501 0.479
O -2.123 3.572 -0.258
O 3.835 -0.028 -0.992
O -1.861 -2.476 1.558
O -4.386 -0.102 -2.197
O -1.480 -2.883 -1.853
O -3.469 0.988 2.109
O 4.702 2.077 0.714
O 0.971 3.304 -1.303
O 3.104 -2.768 -0.525
O 0.658 -1.123 2.394
O 0.661 -2.071 -0.410
```

Values from the calculation:
ΔE to the lowest compared entry with this formula, charge and spin: 348.78 kJ/mol
highest occupied orbital energy: -10.272 eV
orbital gap: 9.7449 eV
DFT total energy: -24958.0795 eV
lowest unoccupied orbital energy: -0.5 eV
max |F|: 0.016 hartree/bohr

This record from the OMol25 dataset describes a molecular structure, C3H4LiO2. The level of theory is the ωB97M-V functional and the def2-TZVPD basis.

```
10
Properties=species:S:1:pos:R:3
O 1.592 -0.504 0.475
C 1.179 0.640 -0.145
C -0.064 1.293 0.380
O -1.097 0.530 0.561
C -1.332 -0.812 -0.015
Li 0.299 -1.664 0.910
H 1.035 0.557 -1.258
H 1.719 1.646 0.195
H -0.900 -0.817 -1.036
H -2.432 -0.870 -0.068
```

Values from the calculation:
ΔE to the lowest compared entry with this formula, charge and spin: 155.88 kJ/mol
highest occupied orbital energy: -2.248 eV
orbital gap: 5.1075 eV
DFT total energy: -7472.2700 eV
total charge: -1
lowest unoccupied orbital energy: 2.9 eV
max |F|: 0.050 hartree/bohr